Version one
{
  "formula": "C32H40F24O16",
  "method": "ωB97M-V/def2-TZVPD",
  "orbital_gap_ev": 11.3098,
  "lumo_energy_ha": 0.001,
  "homo_ha": -0.41460,
  "spin_multiplicity": 1,
  "elements": ["C", "C", "O", "C", "O", "C", "F", "F", "F", "H", "H", "H", "H", "H", "C", "C", "O", "C", "O", "C", "F", "F", "F", "H", "H", "H", "H", "H", "C", "C", "O", "C", "O", "C", "F", "F", "F", "H", "H", "H", "H", "H", "C", "C", "O", "C", "O", "C", "F", "F", "F", "H", "H", "H", "H", "H", "C", "C", "O", "C", "O", "C", "F", "F", "F", "H", "H", "H", "H", "H", "C", "C", "O", "C", "O", "C", "F", "F", "F", "H", "H", "H", "H", "H", "C", "C", "O", "C", "O", "C", "F", "F", "F", "H", "H", "H", "H", "H", "C", "C", "O", "C", "O", "C", "F", "F", "F", "H", "H", "H", "H", "H"],
  "positions_angstrom": [[6.350, -3.256, 0.042], [6.070, -1.864, -0.510], [6.011, -1.902, -1.957], [5.979, -0.771, -2.624], [6.146, 0.322, -2.162], [5.691, -1.010, -4.128], [6.443, -0.198, -4.873], [5.959, -2.257, -4.476], [4.417, -0.724, -4.382], [6.343, -4.077, -0.670], [5.846, -3.394, 0.993], [7.413, -3.247, 0.320], [6.728, -1.142, -0.037], [5.019, -1.651, -0.298], [0.356, 3.204, 3.104], [0.333, 4.660, 3.574], [1.496, 4.993, 4.346], [2.626, 5.247, 3.744], [2.783, 5.312, 2.557], [3.847, 5.448, 4.656], [3.632, 4.917, 5.858], [4.917, 4.884, 4.134], [4.080, 6.750, 4.774], [0.912, 2.574, 3.805], [1.049, 3.100, 2.264], [-0.621, 2.808, 2.858], [-0.478, 4.819, 4.280], [0.198, 5.322, 2.720], [3.391, 1.065, -0.814], [2.323, 0.392, 0.006], [1.089, 1.089, 0.096], [0.154, 0.894, -0.826], [0.225, 0.029, -1.650], [-1.064, 1.856, -0.769], [-0.958, 2.686, 0.261], [-1.005, 2.538, -1.925], [-2.234, 1.252, -0.708], [3.401, 0.611, -1.808], [4.426, 0.994, -0.483], [3.220, 2.135, -0.951], [2.659, 0.265, 1.034], [2.170, -0.613, -0.394], [-4.204, 3.127, -3.426], [-5.381, 4.052, -3.695], [-4.907, 5.379, -3.474], [-5.723, 6.399, -3.565], [-6.857, 6.436, -3.931], [-4.925, 7.716, -3.375], [-5.393, 8.416, -2.342], [-3.596, 7.561, -3.292], [-5.105, 8.471, -4.483], [-4.337, 2.059, -3.587], [-3.817, 3.283, -2.419], [-3.396, 3.383, -4.115], [-6.247, 3.853, -3.064], [-5.716, 3.870, -4.718], [-2.695, -0.990, -2.881], [-4.145, -0.857, -2.464], [-5.081, -1.454, -3.357], [-6.370, -1.151, -3.391], [-6.875, -0.198, -2.894], [-7.184, -2.218, -4.119], [-6.737, -3.442, -3.852], [-8.456, -2.131, -3.799], [-7.091, -2.055, -5.446], [-2.408, -0.477, -3.800], [-2.475, -2.027, -3.136], [-2.132, -0.630, -2.030], [-4.338, 0.217, -2.379], [-4.353, -1.291, -1.485], [3.356, -1.904, 2.939], [2.611, -1.516, 4.175], [2.369, -2.664, 5.015], [1.140, -3.180, 4.958], [0.260, -2.825, 4.237], [0.929, -4.321, 5.954], [2.033, -4.563, 6.670], [-0.048, -3.963, 6.796], [0.585, -5.437, 5.321], [2.772, -2.397, 2.157], [4.126, -2.625, 3.233], [3.801, -1.066, 2.402], [1.668, -1.094, 3.818], [3.136, -0.827, 4.832], [-1.716, 0.971, 6.103], [-0.876, 0.102, 5.190], [-1.699, -0.428, 4.161], [-1.475, -0.412, 2.856], [-0.681, 0.321, 2.352], [-2.395, -1.358, 2.088], [-3.401, -1.788, 2.811], [-2.806, -0.808, 0.952], [-1.664, -2.424, 1.713], [-1.148, 1.281, 6.982], [-2.536, 0.382, 6.515], [-2.091, 1.865, 5.610], [-0.406, -0.738, 5.712], [0.045, 0.540, 4.793], [-1.580, -6.079, -2.923], [-0.033, -6.001, -2.981], [0.413, -4.717, -3.413], [1.714, -4.468, -3.315], [2.550, -5.275, -3.048], [2.102, -2.989, -3.599], [2.565, -2.451, -2.458], [3.095, -3.002, -4.490], [1.077, -2.273, -4.043], [-1.945, -7.099, -2.842], [-1.875, -5.712, -3.909], [-1.955, -5.485, -2.095], [0.312, -6.709, -3.732], [0.274, -6.222, -1.960]]
}


Version two
{
  "formula": "C32H40F24O16",
  "method": "ωB97M-V/def2-TZVPD",
  "orbital_gap_ev": 11.2594,
  "lumo_energy_ha": 0.011,
  "homo_ha": -0.40233,
  "spin_multiplicity": 1,
  "elements": ["C", "C", "O", "C", "O", "C", "F", "F", "F", "H", "H", "H", "H", "H", "C", "C", "O", "C", "O", "C", "F", "F", "F", "H", "H", "H", "H", "H", "C", "C", "O", "C", "O", "C", "F", "F", "F", "H", "H", "H", "H", "H", "C", "C", "O", "C", "O", "C", "F", "F", "F", "H", "H", "H", "H", "H", "C", "C", "O", "C", "O", "C", "F", "F", "F", "H", "H", "H", "H", "H", "C", "C", "O", "C", "O", "C", "F", "F", "F", "H", "H", "H", "H", "H", "C", "C", "O", "C", "O", "C", "F", "F", "F", "H", "H", "H", "H", "H", "C", "C", "O", "C", "O", "C", "F", "F", "F", "H", "H", "H", "H", "H"],
  "positions_angstrom": [[1.870, -1.167, 0.777], [1.479, 0.261, 1.163], [0.298, 0.777, 0.569], [-0.879, 0.406, 1.044], [-1.062, -0.468, 1.829], [-2.015, 1.275, 0.450], [-1.705, 2.578, 0.629], [-2.216, 1.042, -0.839], [-3.125, 1.052, 1.163], [1.073, -1.895, 0.906], [2.724, -1.441, 1.398], [2.196, -1.206, -0.264], [2.252, 0.988, 0.925], [1.356, 0.289, 2.251], [8.254, 1.758, -1.470], [8.420, 1.027, -0.127], [7.446, 1.523, 0.789], [6.937, 0.622, 1.633], [7.211, -0.534, 1.713], [5.711, 1.195, 2.388], [5.619, 0.641, 3.595], [5.760, 2.524, 2.481], [4.604, 0.855, 1.694], [8.327, 2.822, -1.234], [7.323, 1.541, -1.986], [9.094, 1.462, -2.097], [9.451, 1.153, 0.191], [8.221, -0.012, -0.391], [-4.276, -2.559, -5.121], [-3.706, -1.403, -4.300], [-3.021, -1.874, -3.145], [-3.754, -2.253, -2.110], [-4.928, -2.429, -2.116], [-2.973, -2.410, -0.784], [-3.668, -1.778, 0.167], [-2.864, -3.694, -0.490], [-1.773, -1.814, -0.824], [-3.523, -3.288, -5.430], [-4.752, -2.226, -6.044], [-5.021, -3.131, -4.566], [-4.519, -0.780, -3.923], [-3.048, -0.871, -4.981], [5.314, -2.106, -0.656], [5.173, -2.368, -2.139], [5.144, -3.777, -2.412], [4.018, -4.440, -2.264], [2.982, -3.963, -1.898], [4.102, -5.923, -2.706], [4.335, -6.652, -1.586], [2.959, -6.305, -3.245], [5.119, -6.144, -3.542], [6.333, -2.165, -0.268], [4.791, -2.821, -0.020], [4.914, -1.137, -0.355], [5.979, -1.960, -2.744], [4.255, -1.929, -2.532], [-6.685, -0.572, 0.666], [-8.075, 0.035, 0.501], [-8.409, 0.314, -0.854], [-9.111, -0.569, -1.537], [-9.264, -1.718, -1.229], [-9.669, -0.019, -2.849], [-9.314, 1.253, -3.067], [-9.199, -0.757, -3.873], [-11.004, -0.116, -2.872], [-6.409, -0.649, 1.710], [-6.001, 0.054, 0.083], [-6.614, -1.494, 0.084], [-8.117, 1.008, 0.992], [-8.831, -0.532, 1.048], [6.719, -4.946, 1.077], [7.294, -4.095, 2.209], [6.444, -4.091, 3.354], [5.494, -3.153, 3.508], [4.996, -2.521, 2.637], [4.929, -3.206, 4.934], [5.763, -3.724, 5.828], [4.611, -1.966, 5.320], [3.810, -3.938, 4.933], [7.284, -4.808, 0.153], [5.723, -4.520, 0.949], [6.677, -6.026, 1.216], [7.337, -3.085, 1.795], [8.295, -4.431, 2.468], [-8.977, 6.321, -1.679], [-8.863, 4.812, -1.731], [-7.492, 4.411, -1.678], [-7.044, 3.789, -0.602], [-7.687, 3.260, 0.247], [-5.512, 3.582, -0.699], [-5.006, 3.388, 0.520], [-5.211, 2.550, -1.478], [-4.939, 4.708, -1.185], [-8.419, 6.816, -0.878], [-10.017, 6.598, -1.498], [-8.593, 6.854, -2.551], [-9.254, 4.417, -2.666], [-9.461, 4.414, -0.912], [1.280, 2.523, 4.437], [1.772, 3.918, 4.038], [1.108, 4.416, 2.895], [1.774, 4.578, 1.762], [2.936, 4.402, 1.581], [0.842, 5.033, 0.630], [-0.442, 4.991, 0.927], [1.170, 6.298, 0.304], [1.061, 4.298, -0.463], [0.199, 2.579, 4.549], [1.799, 2.196, 5.337], [1.582, 1.787, 3.691], [2.856, 3.846, 3.911], [1.652, 4.620, 4.862]]
}


Need the numbers? Relative energies in eV: version one 0.863; version two 0.000.